Entry 1:
{
  "formula": "C25H32N3O8S",
  "method": "ωB97M-V/def2-TZVPD",
  "elements": ["C", "C", "O", "C", "C", "C", "O", "O", "C", "C", "C", "O", "O", "C", "C", "O", "H", "H", "H", "H", "H", "H", "H", "H", "H", "H", "H", "H", "H", "H", "H", "C", "N", "C", "C", "C", "C", "C", "C", "C", "C", "O", "N", "C", "C", "S", "N", "C", "C", "O", "C", "C", "H", "H", "H", "H", "H", "H", "H", "H", "H", "H", "H", "H", "H", "H", "H", "H", "H"],
  "coordinates": [[4.19841, -0.18768, 4.55247], [3.49468, 0.83909, 3.71443], [2.19867, 0.25090, 3.46110], [1.54962, 0.77710, 2.42222], [0.11747, 0.30605, 2.41055], [-0.69509, 1.46344, 2.94740], [-0.15282, 2.40093, 3.52073], [-2.03882, 1.40115, 2.88356], [-2.72252, 2.37634, 3.72854], [-4.12514, 1.85654, 3.88474], [-0.20217, -0.98390, 3.14123], [0.61752, -1.86585, 3.33862], [-1.48866, -1.12768, 3.53704], [-1.74831, -2.44904, 4.02859], [-3.15450, -2.56607, 4.54321], [2.00058, 1.49970, 1.54898], [5.24718, 0.05961, 4.71206], [3.69567, -0.26766, 5.51825], [4.15167, -1.16332, 4.06453], [3.28834, 1.76518, 4.26904], [4.02164, 1.02617, 2.76763], [-2.25163, 2.48136, 4.71504], [-2.70973, 3.34603, 3.22146], [-4.78894, 2.63808, 4.27546], [-4.50878, 1.49877, 2.92462], [-4.10302, 1.00429, 4.58108], [-1.60274, -3.16040, 3.21031], [-1.04919, -2.69905, 4.82850], [-3.33175, -3.63223, 4.72071], [-3.29144, -2.03148, 5.49029], [-3.91012, -2.21682, 3.83310], [-5.27109, 0.55150, -3.54998], [-4.01121, 1.22564, -3.32380], [-3.58306, 2.06295, -4.42004], [-3.11097, 0.77426, -2.38133], [-2.88256, -0.61413, -2.22952], [-1.81818, -1.02642, -1.45489], [-1.04581, -0.09749, -0.72238], [0.14376, -0.51072, -0.04100], [1.06791, -1.28707, -0.66553], [2.13474, -1.91433, 0.10665], [2.36250, -1.60243, 1.27289], [2.92992, -2.88936, -0.53624], [3.86740, -3.59876, 0.33100], [3.07674, -2.97947, -1.91354], [4.38377, -3.69835, -2.68672], [2.04009, -2.39669, -2.62943], [2.13766, -2.51553, -4.08736], [1.32894, -1.26164, -2.12830], [1.02425, -0.34539, -2.89236], [-1.46963, 1.24781, -0.66827], [-2.40800, 1.70645, -1.56981], [-5.63228, 0.09696, -2.62122], [-5.98780, 1.30208, -3.89911], [-5.18480, -0.21537, -4.33254], [-2.61187, 2.51919, -4.20194], [-3.50786, 1.46661, -5.34370], [-4.34786, 2.82983, -4.57866], [-3.48823, -1.33151, -2.78442], [-1.55597, -2.07861, -1.39476], [0.25933, -0.11723, 1.01505], [4.42366, -4.25978, -0.33620], [4.54136, -2.90300, 0.84572], [3.30176, -4.17411, 1.07299], [1.20088, -2.17401, -4.52746], [2.99192, -1.92894, -4.45812], [2.32693, -3.57265, -4.30216], [-0.95405, 1.91718, 0.02146], [-2.65567, 2.76911, -1.64841]],
  "lowdin_charge": [-0.079, -0.209, -0.011, -0.504, -0.081, -0.448, 0.059, -0.021, -0.225, -0.086, -0.435, 0.065, -0.007, -0.249, -0.086, 0.094, 0.067, 0.076, 0.081, 0.130, 0.123, 0.123, 0.119, 0.071, 0.077, 0.074, 0.124, 0.120, 0.071, 0.073, 0.075, -0.091, -0.245, -0.076, -0.256, -0.014, -0.024, -0.192, 0.074, -0.030, -0.325, 0.110, -0.052, -0.061, -0.695, 0.666, -0.066, -0.104, -0.326, 0.093, 0.007, -0.006, 0.092, 0.077, 0.078, 0.090, 0.082, 0.077, 0.105, 0.118, 0.038, 0.012, 0.097, 0.100, 0.087, 0.083, 0.054, 0.127, 0.115],
  "total_energy_ev": -58129.894,
  "homo_energy_ev": -3.82,
  "e_above_lowest_kj_mol": 176.9,
  "total_charge": -1,
  "orbital_gap_ev": 6.1
}

Entry 2:
{
  "formula": "C25H32N7P2Sc",
  "method": "ωB97M-V/def2-TZVPD",
  "elements": ["Sc", "C", "P", "C", "C", "C", "P", "C", "C", "H", "H", "H", "H", "H", "H", "H", "H", "H", "H", "H", "H", "H", "H", "H", "H", "N", "C", "N", "C", "N", "C", "C", "N", "C", "C", "N", "H", "H", "H", "H", "H", "C", "C", "N", "C", "C", "C", "C", "C", "C", "C", "C", "C", "N", "C", "H", "H", "H", "H", "H", "H", "H", "H", "C", "H", "H", "H"],
  "coordinates": [[-0.11796, 0.31047, 0.37752], [4.03720, 1.26162, 1.00286], [2.78564, -0.02858, 0.66494], [3.14217, -1.21614, 2.01174], [3.51040, -0.89014, -0.78867], [2.67383, -2.10827, -1.19049], [0.93815, -1.64451, -1.58689], [1.12272, -0.94978, -3.27057], [0.21524, -3.27894, -1.97521], [5.02249, 0.79861, 1.06819], [3.82665, 1.76620, 1.94569], [4.05600, 2.00914, 0.20962], [4.16138, -1.59025, 1.90304], [2.45277, -2.06094, 1.99819], [3.05823, -0.71973, 2.97907], [4.53238, -1.18383, -0.54112], [3.57606, -0.17487, -1.61313], [2.65519, -2.83996, -0.37851], [3.10481, -2.61019, -2.05898], [1.67877, -1.64491, -3.90137], [1.64911, 0.00469, -3.24459], [0.14040, -0.78183, -3.71628], [0.78804, -3.76452, -2.76595], [-0.81764, -3.16949, -2.31111], [0.23384, -3.92520, -1.09606], [-1.22189, -3.44386, 2.53145], [-1.11016, -2.85301, 1.34913], [-0.56862, -1.65519, 1.51784], [-0.36639, -1.58876, 2.87573], [-0.74450, -2.66067, 3.51948], [0.21979, -0.40382, 3.50957], [0.44041, -0.32058, 4.87823], [0.98171, 0.76123, 5.42216], [1.27646, 1.76788, 4.60336], [1.05045, 1.69149, 3.23813], [0.53289, 0.59699, 2.68795], [-1.59716, -4.35604, 2.74975], [-1.41033, -3.29953, 0.41451], [0.18299, -1.14683, 5.53060], [1.70776, 2.65772, 5.04448], [1.27631, 2.52045, 2.57918], [1.42529, 3.24213, -2.71873], [1.30878, 2.36690, -1.64066], [0.25476, 1.58748, -1.44740], [-0.77396, 1.65318, -2.33318], [-0.74663, 2.51135, -3.43664], [0.39362, 3.31203, -3.61850], [-1.86980, 2.56699, -4.33090], [-2.96206, 1.81447, -4.10590], [-3.02182, 0.92604, -2.97750], [-4.15844, 0.14823, -2.69684], [-4.16225, -0.67245, -1.60115], [-3.01864, -0.72730, -0.80268], [-1.92919, -0.02219, -1.04640], [-1.93043, 0.82131, -2.11106], [2.31060, 3.85323, -2.82436], [2.09937, 2.30258, -0.90365], [0.44257, 3.98605, -4.46550], [-1.82196, 3.23661, -5.18062], [-3.81705, 1.86629, -4.76852], [-5.02527, 0.21588, -3.34297], [-5.02619, -1.26918, -1.34514], [-3.00082, -1.36405, 0.07251], [-1.43348, 1.96092, 1.12155], [-0.86511, 2.90075, 1.08093], [-1.75987, 1.84154, 2.15819], [-2.33012, 2.11471, 0.51689]],
  "lowdin_charge": [0.778, -0.242, 0.818, -0.238, -0.400, -0.402, 0.827, -0.241, -0.259, 0.063, 0.043, 0.040, 0.066, 0.039, 0.047, 0.097, 0.082, 0.082, 0.097, 0.062, 0.035, 0.051, 0.059, 0.048, 0.033, 0.078, -0.125, 0.056, -0.294, 0.176, -0.207, -0.027, 0.133, -0.061, -0.103, -0.001, 0.184, 0.132, 0.134, 0.127, 0.124, -0.004, -0.109, 0.002, -0.159, -0.119, 0.041, 0.013, 0.014, -0.117, 0.037, -0.004, -0.099, 0.013, -0.159, 0.126, 0.086, 0.138, 0.132, 0.132, 0.137, 0.125, 0.105, -0.216, -0.008, -0.009, -0.011],
  "total_energy_ev": -76144.279,
  "homo_energy_ev": -13.70,
  "total_charge": 2,
  "orbital_gap_ev": 7.8
}

Entry 3:
{
  "formula": "C25H32O4",
  "method": "ωB97M-V/def2-TZVPD",
  "elements": ["C", "C", "C", "C", "C", "C", "O", "O", "C", "C", "C", "O", "O", "C", "C", "C", "C", "C", "C", "C", "C", "C", "C", "C", "C", "C", "C", "C", "C", "H", "H", "H", "H", "H", "H", "H", "H", "H", "H", "H", "H", "H", "H", "H", "H", "H", "H", "H", "H", "H", "H", "H", "H", "H", "H", "H", "H", "H", "H", "H", "H"],
  "coordinates": [[-2.77833, 3.80261, -0.86636], [-2.68950, 2.39796, -0.26930], [-2.07464, 1.41529, -1.26463], [-2.02773, -0.02081, -0.81919], [-0.81739, -0.57971, 0.05371], [-1.44227, -1.37499, 1.21777], [-0.86891, -1.71392, 2.25563], [-2.76199, -1.60062, 1.09347], [-3.33713, -2.29184, 2.23834], [-4.82676, -2.26891, 2.02455], [-0.11708, -1.54427, -0.93794], [0.18657, -2.71447, -0.76758], [0.06272, -0.91651, -2.12278], [0.96375, -1.51573, -3.08956], [0.78014, -0.67168, -4.32248], [0.19687, 0.31601, 0.64828], [0.85763, 1.31770, -0.32349], [0.54393, 2.68831, -0.31602], [0.97139, 3.50294, -1.36905], [1.95137, 3.02853, -2.24493], [2.46234, 1.73945, -2.08819], [1.90191, 0.88350, -1.14228], [1.38118, -0.41401, 1.37891], [1.47526, -1.79408, 1.56555], [2.46497, -2.34807, 2.37840], [3.55856, -1.57866, 2.78235], [4.66704, -2.17227, 3.60074], [3.57936, -0.21487, 2.43465], [2.45702, 0.37188, 1.84433], [-2.93464, 4.54667, -0.08066], [-1.87604, 4.08056, -1.42162], [-3.62926, 3.86644, -1.55369], [-2.13756, 2.40860, 0.68249], [-3.70615, 2.04697, -0.03595], [-2.69141, 1.44584, -2.17540], [-1.07980, 1.72885, -1.59861], [-2.95967, -0.24682, -0.29705], [-2.04964, -0.65060, -1.71709], [-2.92539, -3.30777, 2.21849], [-3.03859, -1.77502, 3.15748], [-5.32618, -2.79574, 2.83962], [-5.21265, -1.24532, 2.01061], [-5.09913, -2.75953, 1.08701], [1.99319, -1.47257, -2.71457], [0.67588, -2.56166, -3.24365], [1.46760, -1.03236, -5.08790], [-0.26338, -0.73695, -4.67414], [1.00253, 0.39032, -4.14180], [-0.35810, 0.89193, 1.41798], [-0.07680, 3.10123, 0.49168], [0.52496, 4.48827, -1.51311], [2.35848, 3.67295, -3.01776], [3.27572, 1.34747, -2.70197], [2.35110, -0.09700, -0.97224], [0.86535, -2.51754, 1.03489], [2.38181, -3.41400, 2.62376], [5.65659, -1.94830, 3.18787], [4.64893, -1.78192, 4.62568], [4.55458, -3.25856, 3.66587], [4.46050, 0.39549, 2.62599], [2.42689, 1.46130, 1.70491]],
  "lowdin_charge": [-0.106, -0.256, -0.208, -0.080, -0.175, -0.361, 0.097, -0.031, -0.196, -0.070, -0.389, 0.119, -0.052, -0.197, -0.063, -0.129, -0.190, -0.056, -0.081, -0.083, -0.075, -0.047, -0.149, -0.044, -0.019, -0.283, -0.065, -0.043, -0.031, 0.071, 0.056, 0.075, 0.094, 0.112, 0.127, 0.094, 0.114, 0.126, 0.134, 0.129, 0.079, 0.081, 0.081, 0.122, 0.127, 0.080, 0.089, 0.071, 0.167, 0.121, 0.103, 0.100, 0.111, 0.128, 0.090, 0.118, 0.078, 0.081, 0.072, 0.108, 0.122],
  "total_energy_ev": -34633.421,
  "homo_energy_ev": -8.11,
  "e_above_lowest_kj_mol": 0.0,
  "orbital_gap_ev": 8.9
}

Entry 4:
{
  "formula": "C25H33AsPSSe2Tl",
  "method": "ωB97M-V/def2-TZVPD",
  "elements": ["Tl", "C", "C", "C", "C", "C", "C", "P", "C", "C", "C", "C", "C", "C", "C", "C", "C", "C", "C", "C", "H", "H", "H", "H", "H", "H", "H", "H", "H", "H", "H", "H", "H", "H", "C", "Se", "C", "C", "Se", "C", "H", "H", "H", "H", "H", "H", "H", "H", "H", "H", "C", "As", "C", "C", "S", "H", "H", "H", "H", "H", "H", "H", "H", "H"],
  "coordinates": [[0.20370, 0.41711, 0.24023], [-0.63990, -4.59069, 3.23009], [0.60433, -4.31258, 2.68525], [1.07265, -3.00521, 2.63890], [0.29041, -1.96723, 3.13718], [-0.96036, -2.25418, 3.69354], [-1.42008, -3.56020, 3.74454], [0.74541, -0.22130, 2.96155], [1.00148, 0.43371, 4.62008], [1.12067, -0.38869, 5.73810], [1.36826, 0.17456, 6.98177], [1.50148, 1.54941, 7.10987], [1.38228, 2.37194, 5.99621], [1.12586, 1.81762, 4.75399], [2.34836, -0.22388, 2.11151], [3.59026, -0.45910, 2.69735], [4.72489, -0.47818, 1.89890], [4.62910, -0.27787, 0.52581], [3.39569, -0.04102, -0.07289], [2.27664, 0.00092, 0.73935], [-0.99618, -5.61128, 3.27281], [1.22075, -5.11608, 2.30417], [2.04850, -2.79989, 2.21656], [-1.56467, -1.45290, 4.10808], [-2.38006, -3.77860, 4.19426], [1.02367, -1.46268, 5.64259], [1.46152, -0.46316, 7.85045], [1.69599, 1.98357, 8.08132], [1.48428, 3.44375, 6.09948], [1.02410, 2.46049, 3.88628], [3.66548, -0.62431, 3.76569], [5.69336, -0.65180, 2.34832], [5.52312, -0.29112, -0.08358], [3.33500, 0.13060, -1.13974], [-0.77511, 0.55826, -3.96740], [0.43100, -0.28545, -2.69859], [-0.45032, -2.02495, -2.59703], [-1.72044, -2.06325, -1.76725], [-1.32036, -1.95860, 0.14480], [-3.11244, -1.60926, 0.80028], [-0.77161, -0.03028, -4.88110], [-0.37140, 1.54436, -4.18136], [-1.78418, 0.63667, -3.56969], [0.29815, -2.72215, -2.21987], [-0.66720, -2.31060, -3.62604], [-2.22556, -3.01833, -1.91267], [-2.41150, -1.26179, -2.02643], [-3.58670, -0.82328, 0.22077], [-3.01106, -1.31792, 1.84199], [-3.67886, -2.53414, 0.73100], [-3.68806, 1.93350, -0.96352], [-2.43040, 3.35967, -0.72504], [-1.97232, 4.04163, -2.45505], [-3.26955, 4.76293, 0.26960], [-0.70756, 2.78528, 0.42091], [-4.57280, 2.31578, -1.47142], [-3.96171, 1.54373, 0.01447], [-3.22569, 1.15589, -1.57275], [-2.86907, 4.45294, -2.91784], [-1.57428, 3.23780, -3.06770], [-1.22279, 4.82112, -2.33585], [-4.14021, 5.12135, -0.27829], [-2.55275, 5.57138, 0.39945], [-3.56561, 4.37501, 1.24161]],
  "lowdin_charge": [0.426, -0.058, -0.060, -0.089, -0.425, -0.134, -0.067, 1.033, -0.371, -0.076, -0.056, -0.053, -0.062, -0.092, -0.436, -0.052, -0.040, -0.045, -0.100, -0.329, 0.116, 0.116, 0.109, 0.116, 0.116, 0.108, 0.116, 0.116, 0.113, 0.103, 0.123, 0.120, 0.120, 0.094, -0.354, 0.952, -0.518, -0.499, 0.991, -0.306, 0.045, 0.026, 0.015, 0.076, 0.086, 0.090, 0.060, 0.014, 0.029, 0.051, -0.225, 0.770, -0.214, -0.228, 0.204, 0.062, 0.045, 0.021, 0.061, 0.018, 0.059, 0.058, 0.056, 0.054],
  "total_energy_ev": -242794.736,
  "homo_energy_ev": -13.22,
  "e_above_lowest_kj_mol": 26.3,
  "total_charge": 2,
  "orbital_gap_ev": 6.9
}

Q: Number 1 is which compound?
A: C25H32N3O8S